Record 1
Formula: C9H11O2
Source: the OMol25 dataset
Level of theory: wB97M-V/def2-TZVPD

Geometry as XYZ:
```
22
C9H11O2 | the OMol25 dataset | wB97M-V/def2-TZVPD
O 0.455 3.015 0.147
O -1.456 2.592 1.263
C -1.739 0.086 -0.239
C -0.137 -1.714 0.515
C -0.911 -0.405 0.806
C 0.884 0.500 -1.063
C -1.369 -0.340 2.234
C 1.773 0.379 -1.835
C -0.473 2.303 0.560
C 2.986 -0.024 -2.498
C -0.438 0.863 -0.033
H 0.104 -1.722 -0.560
H -2.106 -0.404 -1.106
H -0.837 -2.585 0.584
H 3.748 0.073 -1.743
H -2.007 -1.265 2.498
H -2.058 0.513 2.346
H 3.232 0.731 -3.268
H -0.647 -0.265 3.042
H 2.809 -1.045 -2.778
H 0.729 -2.009 1.087
H -2.543 0.725 0.040
```

The HOMO energy is -4.23 eV. The charge is -1. The structure (SMILES) is CC#C[C@@]1(C(=O)[O-])CC1(C)C. The calculation puts the frontier orbital gap at 7.74 eV. As for the lowest unoccupied orbital energy: 3.5107 eV. Its spin multiplicity is 1.

Atom charges from the Löwdin analysis, given in e for atoms 1 to 6:
1 O -0.0547
2 O -0.0580
3 C -0.0972
4 C -0.0577
5 C -0.4801
6 C 0.0838

Record 2
Formula: C8H11N2O
Source: the OMol25 dataset
Level of theory: wB97M-V/def2-TZVPD

Geometry as XYZ:
```
22
C8H11N2O | the OMol25 dataset | wB97M-V/def2-TZVPD
O 2.619 -0.241 0.730
N 0.895 0.866 1.565
N -2.561 -0.140 -0.531
C 1.381 0.227 0.441
C 1.886 0.825 2.530
C -1.619 -0.646 -1.482
C 0.878 -0.447 -2.110
C -0.376 0.250 -1.612
C 2.910 0.133 2.007
C -2.535 -0.394 0.741
C 0.766 0.035 -0.729
H -3.249 0.523 -0.879
H -3.258 0.052 1.402
H -1.799 -1.075 1.135
H -2.101 -0.711 -2.459
H 1.766 1.276 3.492
H -0.600 1.249 -1.970
H 1.529 0.084 -2.791
H 3.861 -0.158 2.405
H -1.292 -1.642 -1.175
H 0.075 1.444 1.591
H 0.825 -1.510 -2.302
```

The HOMO energy is -10.33 eV. The charge is +1. The structure (SMILES) is C=[NH+]C[C@@H]1C/C1=C1/NC=CO1. The calculation puts the frontier orbital gap at 5.12 eV. As for the lowest unoccupied orbital energy: -5.2077 eV. Its spin multiplicity is 1.

Atom charges from the Löwdin analysis, given in e for atoms 1 to 6:
1 O 0.0861
2 N 0.0914
3 N 0.0579
4 C -0.2575
5 C -0.0682
6 C -0.1254

Record 3
Formula: FH2NS
Source: the OMol25 dataset
Level of theory: wB97M-V/def2-TZVPD

Geometry as XYZ:
```
5
FH2NS | the OMol25 dataset | wB97M-V/def2-TZVPD
S 0.687 -0.518 1.107
F 0.517 1.395 -0.878
N -0.430 0.442 -0.541
H -0.467 -1.021 1.578
H -0.307 -0.297 -1.266
```

The HOMO energy (spin up / spin down) is -9.87 / -9.87 eV. The charge is 0. The calculation puts the frontier orbital gap (spin up / spin down) at 8.76 / 8.76 eV. As for the lowest unoccupied orbital energy (spin up / spin down): -1.1036 / -1.1033 eV. Its spin multiplicity is 1.

And the Löwdin charges, in e, turn out to be:
1 S 0.5289
2 F -0.2104
3 N -0.1332
4 H -0.2277
5 H 0.0422

Record 4
Formula: C7H12N2O2S
Source: the OMol25 dataset
Level of theory: wB97M-V/def2-TZVPD

Geometry as XYZ:
```
24
C7H12N2O2S | the OMol25 dataset | wB97M-V/def2-TZVPD
S -2.902 1.225 -0.646
O -3.946 0.178 -0.704
O -1.380 0.756 -0.370
N -0.955 -1.320 0.645
N 1.207 -1.718 -0.435
C -3.137 1.920 1.009
C -0.343 -3.534 0.494
C 1.464 -0.476 -0.238
C -0.061 -2.088 0.153
C 2.618 0.153 -0.937
C -0.724 0.069 0.694
C 0.720 0.488 0.675
H -2.652 2.865 1.126
H 2.823 1.196 -0.613
H 0.818 1.464 0.305
H 2.415 0.230 -1.994
H 1.155 0.459 1.677
H -0.056 -3.554 1.520
H -2.631 1.256 1.617
H -1.150 0.496 1.669
H 3.583 -0.455 -0.816
H 0.291 -4.143 -0.169
H -4.318 1.801 1.226
H -1.391 -3.876 0.254
```

The HOMO energy is -9.14 eV. The charge is 0. The calculation puts the frontier orbital gap at 9.38 eV. As for the lowest unoccupied orbital energy: 0.2413 eV. Its spin multiplicity is 1.

Atom charges from the Löwdin analysis, given in e for atoms 1 to 6:
1 S 0.8971
2 O -0.4857
3 O -0.3647
4 N 0.1424
5 N 0.1783
6 C -0.2219

Record 5
Formula: C6H10
Source: the OMol25 dataset
Level of theory: wB97M-V/def2-TZVPD

Geometry as XYZ:
```
16
C6H10 | the OMol25 dataset | wB97M-V/def2-TZVPD
C -0.411 0.361 1.676
C 0.201 -1.252 -1.183
C 1.040 -0.367 -0.313
C 0.321 1.998 -0.029
C -1.099 -1.489 -1.182
C 0.221 0.722 0.364
H -0.271 2.752 0.475
H 0.785 -1.705 -1.985
H 0.352 -0.026 2.354
H 0.826 2.264 -0.939
H 1.858 0.049 -0.905
H 1.581 -0.956 0.437
H -1.878 -1.059 -0.561
H -1.204 -0.361 1.496
H -0.777 1.259 2.176
H -1.543 -2.190 -1.880
```

The HOMO energy is -9.24 eV. The charge is 0. The structure (SMILES) is C=CCC(=C)C. The calculation puts the frontier orbital gap at 10.32 eV. As for the lowest unoccupied orbital energy: 1.0746 eV. Its spin multiplicity is 1.

Atom charges from the Löwdin analysis, given in e for atoms 1 to 6:
1 C -0.0658
2 C -0.1793
3 C -0.1835
4 C 0.0450
5 C -0.0023
6 C -0.3784

Computed calculated total energy, in the same sequence as the records: -13604.291; -13492.241; -15071.402; -25361.487; -6382.666 eV.
Computed ΔE to the lowest compared entry with this formula, charge and spin, in the same sequence as the records: 3.920; 4.131; 1.091; 3.740; 1.193 eV.